(1)
Formula: C4H10F2NO5S
Source: the Open Molecules 2025 dataset
Level of theory: wB97M-V/def2-TZVPD

XYZ file:
```
23
C4H10F2NO5S (wB97M-V/def2-TZVPD)
C -0.98794 1.00656 -1.15488
C 0.35967 0.13358 -1.24261
C 0.82746 -0.44987 0.18318
F 2.27645 -0.37017 0.16080
N 0.46627 -1.89364 0.23316
C -0.02534 -2.26921 1.57296
O -1.08057 -2.90841 1.62412
O 0.80152 -1.90029 2.67247
S -0.06962 -1.28461 3.96137
O -0.52795 0.12258 3.77331
O 0.87167 -1.31426 5.13791
F -1.37531 -2.20802 4.38474
H -1.86705 0.37363 -0.77058
H -0.83718 1.96486 -0.55788
H -1.28625 1.33073 -2.21491
H 0.13590 -0.71718 -1.98673
H 1.18874 0.75531 -1.74423
H 0.42076 0.13736 1.06741
H -0.28955 -2.11791 -0.43602
O 0.15964 2.71759 -3.58406
H -0.55321 3.20989 -4.05271
H 0.51492 3.23440 -2.82415
H 0.87697 2.44708 -4.20268
```

Properties
Net charge = +1
Frontier orbital gap = 7.96 eV
Energy relative to the best compared isomer or geometry (same formula, charge and spin) = 44.1 kcal/mol
Spin multiplicity = 1
Largest force on an atom = 8.3 eV/A
HOMO = -13.7379 eV

Löwdin population analysis, charges in e, atoms 1 to 8: -0.122 -0.172 -0.269 -0.046 0.125 -0.442 0.118 -0.086


(2)
Formula: C3H11N2OS
Source: the Open Molecules 2025 dataset
Level of theory: wB97M-V/def2-TZVPD

XYZ file:
```
18
C3H11N2OS (wB97M-V/def2-TZVPD)
C -1.75923 0.89856 -0.46872
C -0.78166 -0.26260 -0.57936
C -0.01618 -0.49534 0.57435
N 0.60431 -0.70254 1.49204
N 0.86859 -0.61922 -2.82663
O 1.44874 0.24792 4.49611
S 0.04819 1.18536 4.74924
H -2.34136 1.15943 -1.31874
H -2.44900 0.53399 0.28028
H -1.33033 1.81835 -0.02412
H 0.02712 -0.17592 -1.37156
H -1.42249 -1.14316 -0.87069
H 0.97201 -0.44806 2.45954
H -0.45518 0.62932 5.81253
H 1.14024 0.40725 -2.98787
H 1.71350 -1.16626 -2.54943
H 0.43880 -1.04309 -3.67933
H 2.26294 0.76312 4.85724
```

Properties
Net charge = +1
Frontier orbital gap = 9.30 eV
Energy relative to the best compared isomer or geometry (same formula, charge and spin) = 57.5 kcal/mol
Spin multiplicity = 1
Largest force on an atom = 4.4 eV/A
HOMO = -12.8769 eV

Löwdin population analysis, charges in e, atoms 1 to 8: -0.056 -0.202 -0.027 0.374 -0.023 -0.592 0.737 0.079


(3)
Formula: C2H8N3O
Source: the Open Molecules 2025 dataset
Level of theory: wB97M-V/def2-TZVPD

XYZ file:
```
14
C2H8N3O (wB97M-V/def2-TZVPD)
C -4.38258 0.59825 1.97040
C -2.66247 -0.08352 -0.35380
N -2.27099 -1.31224 -0.27405
N -2.59313 1.07812 -0.59195
N 7.77020 -0.22672 -1.18132
O -3.97615 -0.31945 1.26531
H -3.79855 1.53261 2.00178
H -5.06718 0.44082 2.79693
H 7.87712 -0.75458 -2.04805
H -1.45549 -1.68459 -0.71594
H -2.65689 1.97025 -0.93457
H -2.70298 -1.93402 0.40322
H 8.62634 0.02760 -0.88641
H 7.29276 0.66745 -1.45155
```

Properties
Net charge = +1
Frontier orbital gap = 7.10 eV
Energy relative to the best compared isomer or geometry (same formula, charge and spin) = 97.0 kcal/mol
Spin multiplicity = 1
Largest force on an atom = 5.6 eV/A
HOMO = -11.5648 eV

Löwdin population analysis, charges in e, atoms 1 to 8: 0.028 -0.189 0.223 0.349 0.014 -0.030 0.107 0.110


(4)
Formula: C6H5FN
Source: the Open Molecules 2025 dataset
Level of theory: wB97M-V/def2-TZVPD

XYZ file:
```
13
C6H5FN (wB97M-V/def2-TZVPD)
C -0.29465 -0.68352 0.00778
C 2.33373 0.06029 -0.00380
C 1.86114 -1.36283 -0.00291
C -1.44968 -0.24018 0.02352
C 1.49632 1.02166 0.00340
C -2.64065 0.51554 0.00543
N 0.63013 -1.59094 0.00227
F 0.98094 2.17287 -0.00035
H 3.41258 0.16353 -0.00467
H 2.58858 -2.15681 -0.01093
H -2.83144 0.98114 0.97530
H -3.47556 -0.15700 -0.21872
H -2.61144 1.27625 -0.77631
```

Properties
Net charge = +1
Frontier orbital gap = 7.24 eV
Energy relative to the best compared isomer or geometry (same formula, charge and spin) = 84.1 kcal/mol
Spin multiplicity = 1
Largest force on an atom = 2.2 eV/A
HOMO = -14.1373 eV

Löwdin population analysis, charges in e, atoms 1 to 8: -0.089 0.032 -0.053 0.075 0.066 -0.042 0.093 0.272